The following is a quantum chemistry calculation of a molecular structure, C31H68NO13Zn, from the OMol25 dataset.

```
114
Properties=species:S:1:pos:R:3:forces:R:3
Zn -0.0704 -0.5141 0.8089 -1.060 0.443 -2.206
O 2.6856 -6.1744 0.7580 -0.677 1.941 1.898
O -1.8428 -1.6490 1.4738 -0.936 -0.103 -0.689
O 0.5985 3.3793 -1.7164 0.345 0.263 0.558
O -0.8008 0.9808 1.9521 -0.460 -0.946 1.510
O 0.6218 -2.1847 -0.1207 -1.271 2.150 -2.398
O -1.1024 3.5407 1.7298 -0.663 -0.046 0.351
O 3.6337 0.2745 -1.4392 -0.890 -0.646 2.143
O -2.7492 -2.5104 4.0237 -0.162 -0.863 -0.409
O 1.7862 0.3246 0.6101 0.316 1.373 0.135
O 0.5830 -1.4934 2.3748 -1.122 3.426 2.540
O 2.1935 -5.8688 3.5072 -0.581 3.474 -3.281
O -0.9617 0.5004 -0.8934 -0.370 -0.295 1.947
O 3.9549 -2.4421 -1.1387 0.533 -0.536 -0.893
N -1.3163 0.7702 -2.1911 1.515 0.423 -0.950
C 5.3067 -2.3199 0.7722 0.398 -1.545 1.091
C 2.1925 -5.0666 1.2147 2.272 -5.205 -2.620
C -1.0907 -1.6305 -3.1449 0.654 -0.753 -0.018
C -0.8302 0.5183 -4.5733 0.397 -1.917 0.420
C -1.4989 4.3437 2.8564 1.993 0.541 -1.317
C -2.5025 -3.6346 0.1139 -0.033 1.352 -1.233
C 2.5798 2.4808 1.7049 -0.982 -0.866 -1.252
C 0.8103 4.0700 -2.9111 0.108 -0.323 -1.493
C 1.9562 -4.8861 2.6509 -0.063 -2.902 5.038
C 4.9752 -3.1645 -0.4473 0.974 1.775 0.184
C 1.3802 -3.6739 3.1039 -1.074 2.784 -1.267
C -1.5287 0.6731 3.1550 0.131 0.496 0.038
C -2.7173 1.2701 -2.4092 -0.038 -0.940 -0.229
C -0.5921 -0.1915 -3.1416 -0.629 2.603 -2.167
C 1.1436 -2.9732 0.6374 1.746 -3.446 2.310
C -3.9005 0.3056 -2.1230 -0.222 -0.746 0.386
C -4.3191 -3.5518 5.5705 -0.520 1.359 -1.209
C -2.7986 -2.1773 0.5584 0.265 -1.286 0.237
C 2.4446 0.9420 1.6985 0.648 -0.335 1.765
C -2.8167 1.7092 -3.8638 -0.782 -0.471 -1.043
C -3.0131 0.9702 3.0452 -0.126 -0.620 -0.266
C -0.2218 5.1196 3.2813 -0.909 0.448 0.402
C -2.2748 0.7065 -4.9512 -0.016 2.132 1.957
C 4.3468 0.7932 -2.4686 0.569 1.200 -1.187
C -3.0729 2.5293 -1.5913 0.569 -0.269 0.427
C 1.0170 -0.1519 -3.0139 -1.588 -0.612 1.883
C -4.0847 -2.4576 4.4655 -0.442 0.560 2.218
C 0.9874 -2.6070 2.1984 3.080 -6.619 -1.585
C 2.1367 3.6561 -3.6187 0.418 0.163 1.822
C 4.9883 2.0998 -1.9686 -0.425 -0.270 0.275
C 1.8249 -4.1775 0.2496 -2.059 4.144 0.027
H -0.3261 1.4833 -4.6261 0.068 0.090 0.384
H 1.1716 -3.4552 4.1408 0.262 -0.424 0.313
H -3.3887 -3.8916 -0.4664 -0.115 -0.396 -0.077
H -2.1054 -1.9077 2.3602 0.150 -0.223 0.502
H 4.4302 -2.3230 1.4202 -0.054 0.422 0.078
H -1.2267 1.3495 3.9546 0.658 0.180 0.107
H 1.5555 -0.6053 -3.8461 -0.400 0.713 -0.721
H -3.8108 -2.2208 0.9604 -0.128 0.664 0.448
H -3.5548 -3.4623 6.3426 0.137 -0.324 -0.216
H 2.2525 2.5745 -3.6886 -0.840 -0.097 -0.749
H -5.2752 -3.3408 6.0494 -0.106 -0.178 -0.015
H 0.6797 4.5539 3.5167 -0.509 -0.519 0.460
H -4.8550 0.7693 -2.3722 0.019 0.230 -0.444
H -3.4547 0.8038 4.0277 -0.105 0.300 0.135
H -0.5365 5.7895 4.0815 0.458 -0.011 0.389
H 0.0243 3.8841 -3.6430 -0.461 -0.280 0.038
H 1.3898 -0.8139 -2.2323 -0.572 -0.101 0.500
H 0.0650 2.5976 -1.8774 -0.486 -0.846 -0.052
H 1.8476 -4.4483 -0.7956 0.079 -0.144 -0.039
H -3.5806 0.3485 2.3528 0.287 -0.117 -0.220
H 3.4414 0.5021 1.7276 0.271 0.041 0.147
H 3.5888 0.9429 -3.2374 0.317 0.699 -0.563
H 5.0419 0.0834 -2.9172 0.377 -0.081 0.251
H 5.5900 1.9638 -1.0700 0.688 -0.636 -0.325
H -2.2688 1.2638 -5.8880 -0.514 -0.433 -0.345
H 4.8383 -4.2145 -0.1885 -1.034 0.119 0.029
H -4.0752 0.0421 -1.0798 0.651 0.190 0.334
H -0.3620 -0.0848 -5.3512 0.321 -0.329 0.016
H 5.7442 -1.3293 0.6479 -0.430 0.066 -0.568
H -1.4503 -1.9611 -2.1705 0.338 0.149 0.129
H -3.9859 3.0142 -1.9369 -0.089 -0.216 -0.516
H -1.2391 -0.3197 3.4994 -0.263 0.023 -0.326
H -2.5690 -3.4336 4.2157 1.161 -0.173 -0.499
H 3.0912 -2.7090 -0.8155 -0.390 -0.361 0.346
H 2.9124 2.9451 2.6333 0.328 -0.455 -0.016
H 3.2251 2.6980 0.8537 0.202 0.559 0.184
H -1.9553 3.7010 3.6093 0.272 0.081 -0.028
H -0.2232 -2.2244 -3.4330 0.120 -0.397 0.431
H -3.8765 1.8928 -4.0408 -0.254 -0.039 -0.128
H 1.9303 0.5698 2.5845 -0.034 0.167 0.042
H 4.1888 2.6593 -1.4831 -0.313 0.473 -0.687
H 6.0615 -2.8861 1.3178 0.209 -0.018 0.362
H 1.6000 2.9003 1.4769 -0.091 0.127 -0.053
H -3.1277 2.0053 2.7234 -0.220 0.036 0.144
H 2.4219 4.1834 -4.5290 -0.369 -0.077 -0.042
H 5.8757 -3.1831 -1.0612 -0.121 0.151 -0.570
H -4.3834 -4.5161 5.0665 0.249 -0.227 0.400
H 5.5281 2.6688 -2.7256 -0.133 0.108 0.080
H -4.1411 -1.4835 4.9512 -0.473 0.150 0.015
H -4.8524 -2.4818 3.6921 0.209 -0.285 -0.329
H -1.8188 -1.9895 -3.8723 -0.489 0.862 -0.223
H 1.3533 0.8221 -2.6588 0.016 0.155 -0.664
H -3.3058 2.2615 -0.5607 0.549 0.094 0.208
H -0.7213 4.1405 1.0844 0.105 -0.203 -0.381
H 2.9393 3.7787 -2.8914 0.213 0.774 0.061
H 0.1484 5.7829 2.4996 -0.475 0.045 -0.440
H -3.8666 -0.6618 -2.6241 0.245 0.044 -0.377
H -2.7726 -1.5191 -0.3100 -0.047 -0.100 0.020
H -2.8919 -0.1919 -4.9394 0.190 -0.046 -0.330
H -2.2751 3.2674 -1.6740 0.143 -0.010 0.329
H -2.2197 5.0599 2.4620 -0.322 0.100 0.479
H -2.2921 -4.4359 0.8223 0.059 0.486 0.318
H 0.6826 5.1294 -2.6887 0.717 0.229 -0.059
H 3.9647 -0.5899 -1.1846 -0.093 -0.862 0.151
H -2.3869 2.7063 -3.9597 0.594 -0.085 -0.204
H -0.9518 1.9107 1.7672 0.092 0.658 -0.660
H -1.7069 -3.5132 -0.6212 0.360 -0.664 0.202
H 2.2086 0.6903 -0.1706 -0.016 -0.319 -1.018
```
Positions in Å, forces in eV/Å.

The HOMO energy comes out at -3.5 eV. Its energy relative to the best compared isomer or geometry (same formula, charge and spin) is 135.4 kJ/mol. As for the net charge: -1. Its orbital gap is 5.57 eV. The multiplicity is 1.

Löwdin atomic charge list, values in e, 99 entries: Zn 0.66; O -0.05; O -0.11; O -0.08; O -0.10; O -0.02; O -0.11; O -0.10; O -0.08; O -0.09; O -0.03; O -0.07; O -0.26; O -0.10; N -0.18; C -0.09; C -0.39; C -0.03; C -0.17; C -0.24; C -0.05; C -0.04; C -0.32; C -0.34; C -0.28; C 0.02; C -0.25; C -0.48; C -0.38; C -0.33; C -0.05; C -0.07; C -0.26; C -0.27; C -0.16; C -0.06; C -0.07; C -0.17; C -0.33; C -0.04; C -0.02; C -0.30; C -0.33; C -0.06; C -0.07; C -0.03; H 0.10; H 0.09; H 0.07; H 0.05; H 0.07; H 0.11; H 0.09; H 0.10; H 0.08; H 0.04; H 0.07; H 0.07; H 0.07; H 0.07; H 0.07; H 0.09; H 0.05; H 0.04; H 0.12; H 0.08; H 0.11; H 0.08; H 0.12; H 0.07; H 0.10; H 0.12; H 0.06; H 0.10; H 0.07; H 0.06; H 0.08; H 0.10; H 0.09; H 0.04; H 0.07; H 0.06; H 0.10; H 0.08; H 0.10; H 0.11; H 0.05; H 0.07; H 0.06; H 0.06; H 0.07; H 0.10; H 0.08; H 0.07; H 0.10; H 0.11; H 0.07; H 0.05; H 0.07